Entry 1:
DFT (ωB97M-V with the def2-TZVPD basis set) results for a single C5H7NO molecule.

ORCA input file:
```
! wB97M-V def2-TZVPD RIJCOSX def2/J DEFGRID3
* xyz 0 1
O 1.062 -1.400 1.998
C 0.503 -0.783 1.109
C -0.031 0.623 1.301
C -0.382 1.384 0.057
C -0.476 0.776 -1.120
C 0.111 -0.594 -1.327
N 0.162 -1.360 -0.088
H 0.579 1.157 2.033
H -1.015 0.464 1.756
H -0.730 2.404 0.206
H -0.947 1.267 -1.967
H 1.131 -0.455 -1.723
H -0.447 -1.166 -2.073
H 0.480 -2.318 -0.162
*
```

Properties
LUMO level (eV): 0.821
HOMO level (eV): -9.443
Max |F| (eV/A): 0.46
Energy above the lowest of the compared OMol25 structures with the same formula, charge and spin (kcal/mol): 7.8
Orbital gap (Eh): 0.3772
E_tot (a.u.): -324.7121

---

Entry 2:
DFT (ωB97M-V with the def2-TZVPD basis set) results for a molecular structure, C6H7NO2 at a distorted geometry.

ORCA input file:
```
! wB97M-V def2-TZVPD RIJCOSX def2/J DEFGRID3
* xyz 0 1
C -2.947 -0.256 0.204
C -1.517 0.135 0.149
C -0.358 -0.546 -0.058
C 0.710 0.405 0.130
C 0.105 1.595 0.435
O -1.227 1.449 0.386
C 2.125 0.145 0.236
N 2.990 -0.313 0.949
H -3.530 0.278 -0.560
H -3.042 -1.333 0.026
H -3.382 -0.024 1.188
H -0.263 -1.602 -0.295
H 0.481 2.596 0.624
O 3.348 -0.553 -1.382
H 2.673 -1.124 -1.764
H 3.833 -0.855 -0.268
*
```

Properties
LUMO level (eV): 0.570
HOMO level (eV): -9.016
Max |F| (eV/A): 5.80
Energy above the lowest of the compared OMol25 structures with the same formula, charge and spin (kcal/mol): 81.1
Orbital gap (Eh): 0.3523
E_tot (a.u.): -437.9385

---

Entry 3:
DFT (ωB97M-V with the def2-TZVPD basis set) results for a single C5H10N2S molecule at a distorted geometry.

ORCA input file:
```
! wB97M-V def2-TZVPD RIJCOSX def2/J DEFGRID3
* xyz 0 1
C 0.533 -1.968 0.184
C -0.017 -0.675 0.728
C -1.183 -0.129 -0.148
C -1.406 1.375 0.020
S -0.409 2.403 -1.202
C 1.157 1.491 -1.201
N 1.667 0.619 -0.411
N 1.010 0.408 0.864
H 1.412 -2.279 0.797
H -0.140 -2.895 0.170
H 0.965 -1.779 -0.871
H -0.442 -0.716 1.740
H -2.134 -0.658 0.095
H -1.127 -0.340 -1.242
H -2.436 1.687 -0.107
H -1.026 1.655 1.038
H 1.837 1.827 -1.956
H 1.741 -0.027 1.506
*
```

Properties
LUMO level (eV): 0.886
HOMO level (eV): -8.530
Max |F| (eV/A): 2.14
Energy above the lowest of the compared OMol25 structures with the same formula, charge and spin (kcal/mol): 47.2
Orbital gap (Eh): 0.3460
E_tot (a.u.): -704.1485

---

Entry 4:
DFT (ωB97M-V with the def2-TZVPD basis set) results for a single C4H5NO2 molecule.

ORCA input file:
```
! wB97M-V def2-TZVPD RIJCOSX def2/J DEFGRID3
* xyz 0 1
O 0.331 -2.271 -0.619
C 0.956 -1.245 -0.715
C 0.337 0.144 -0.591
C -1.149 0.148 -0.196
N -1.172 0.694 1.165
C 0.024 0.978 1.450
O 1.007 0.767 0.531
H 2.053 -1.245 -0.876
H 0.568 0.732 -1.487
H -1.764 0.768 -0.854
H -1.556 -0.868 -0.199
H 0.366 1.397 2.390
*
```

Properties
LUMO level (eV): 0.691
HOMO level (eV): -9.885
Max |F| (eV/A): 0.60
Energy above the lowest of the compared OMol25 structures with the same formula, charge and spin (kcal/mol): 29.4
Orbital gap (Eh): 0.3887
E_tot (a.u.): -360.6226

---

Entry 5:
DFT (ωB97M-V with the def2-TZVPD basis set) results for 14 unconnected molecules or ions with the total composition C22H71N27O14 at a distorted geometry.

ORCA input file:
```
! wB97M-V def2-TZVPD RIJCOSX def2/J DEFGRID3
* xyz 0 1
C 1.276 -2.261 -1.733
C 2.135 -3.602 -1.858
C 3.453 -3.166 -2.431
C 4.440 -4.305 -2.440
C 4.638 -4.639 -0.995
C 3.402 -5.137 -0.304
N 2.426 -4.004 -0.445
O 1.245 -4.471 0.095
C 2.957 -6.500 -0.821
C 3.814 -5.180 1.232
C 1.405 -4.647 -2.781
H 1.836 -1.518 -1.211
H 0.379 -2.550 -1.228
H 1.029 -1.824 -2.691
H 3.195 -2.771 -3.430
H 3.827 -2.289 -1.848
H 5.412 -3.973 -2.787
H 4.062 -5.094 -3.097
H 5.021 -3.729 -0.544
H 5.416 -5.356 -0.793
H 2.238 -6.850 -0.107
H 2.710 -6.630 -1.887
H 3.825 -7.138 -0.674
H 2.934 -5.420 1.837
H 4.577 -5.936 1.371
H 4.285 -4.280 1.653
H 2.065 -5.334 -3.291
H 0.768 -4.141 -3.541
H 0.718 -5.182 -2.091
H 1.238 -4.057 0.965
C 2.856 1.544 -3.410
O 1.945 2.362 -3.031
N 3.328 0.541 -2.554
N 3.312 1.511 -4.748
H 3.820 -0.226 -3.029
H 3.044 0.373 -1.628
H 4.133 1.112 -5.111
H 2.886 2.184 -5.334
C -2.701 -2.042 -4.035
O -3.458 -2.539 -4.892
N -2.357 -2.738 -2.806
N -1.945 -0.855 -4.290
H -2.956 -3.520 -2.534
H -2.151 -2.045 -2.083
H -1.398 -0.387 -3.599
H -2.183 -0.304 -5.065
C 3.964 -0.097 1.159
O 5.170 -0.162 0.753
N 2.893 -0.940 0.787
N 3.609 0.755 2.201
H 3.222 -1.705 0.214
H 2.201 -1.260 1.449
H 2.730 0.841 2.709
H 4.316 1.406 2.466
C -4.368 -2.802 1.080
O -3.207 -2.354 1.109
N -5.517 -2.209 1.602
N -4.552 -4.087 0.541
H -6.469 -2.483 1.331
H -5.431 -1.256 1.913
H -3.750 -4.585 0.219
H -5.416 -4.541 0.641
C -3.039 2.732 3.466
O -2.046 3.308 3.920
N -4.119 3.367 2.887
N -3.121 1.311 3.471
H -4.089 4.360 2.769
H -4.845 2.816 2.505
H -2.248 0.874 3.252
H -3.927 0.991 2.896
C 0.809 4.364 2.270
O 0.251 3.459 1.591
N 2.131 4.902 2.070
N 0.208 4.844 3.399
H 2.559 4.696 1.178
H 2.219 5.908 2.336
H -0.653 4.465 3.865
H 0.684 5.629 3.865
C -4.926 1.127 0.184
O -5.143 0.764 1.341
N -5.237 2.374 -0.360
N -4.286 0.387 -0.808
H -4.556 2.630 -1.042
H -5.497 3.125 0.268
H -3.792 0.965 -1.504
H -3.780 -0.369 -0.365
C -2.564 2.657 -3.416
O -3.468 2.174 -2.759
N -2.822 3.506 -4.462
N -1.252 2.198 -3.409
H -3.724 3.898 -4.595
H -2.123 3.773 -5.130
H -1.084 1.492 -2.707
H -0.527 2.888 -3.603
C -2.675 4.653 0.352
O -3.581 5.028 -0.391
N -2.054 3.431 0.188
N -2.274 5.402 1.458
H -2.359 2.845 -0.558
H -1.242 3.251 0.761
H -1.464 5.146 2.006
H -2.415 6.392 1.331
C 0.911 1.185 4.816
O 1.004 0.795 3.665
N 1.895 0.989 5.885
N -0.181 1.853 5.423
H 2.026 1.781 6.508
H 2.710 0.495 5.563
H -0.865 2.355 4.880
H -0.071 2.099 6.388
C -0.370 -2.900 2.490
O 0.675 -2.426 2.002
N -0.865 -4.096 2.026
N -1.188 -2.399 3.570
H -0.653 -4.497 1.109
H -1.727 -4.436 2.446
H -1.002 -1.502 3.984
H -2.154 -2.599 3.328
C 1.785 6.068 -1.152
O 2.201 7.218 -1.248
N 0.422 5.697 -1.204
N 2.648 4.846 -1.100
H -0.100 6.438 -0.812
H 0.181 4.808 -0.797
H 3.519 5.340 -1.257
H 2.555 4.072 -1.790
C -0.719 0.344 -0.377
O -1.360 0.108 -1.442
N 0.363 1.152 -0.356
N -1.065 -0.164 0.866
H 0.526 1.516 0.596
H 0.547 1.912 -1.005
H -0.291 -0.283 1.507
H -1.585 -1.037 0.822
*
```

Properties
LUMO level (eV): 0.239
HOMO level (eV): -8.678
Max |F| (eV/A): 4.08
Orbital gap (Eh): 0.3277
E_tot (a.u.): -3413.1684

---

Entry 6:
DFT (ωB97M-V with the def2-TZVPD basis set) results for a molecular structure, C7H14N at a distorted geometry.

ORCA input file:
```
! wB97M-V def2-TZVPD RIJCOSX def2/J DEFGRID3
* xyz 1 1
C 3.199 0.168 -0.244
C 1.084 0.914 0.577
C 0.552 -1.859 0.035
C -0.963 0.766 -1.270
C -2.358 0.693 0.700
C -0.084 -0.592 0.591
C -1.377 -0.122 -0.096
N 2.265 0.768 0.284
H 3.331 0.582 -1.273
H 3.860 -0.622 0.144
H 0.900 1.816 1.238
H 1.564 -2.120 0.620
H -0.179 -2.587 0.465
H 0.617 -1.842 -1.032
H -0.197 0.245 -1.995
H -1.885 1.074 -1.911
H -0.460 1.605 -0.904
H -3.182 1.195 0.152
H -1.749 1.586 1.299
H -2.787 -0.030 1.513
H -0.247 -0.594 1.668
H -1.905 -1.046 -0.561
*
```

Properties
LUMO level (eV): -4.947
HOMO level (eV): -14.845
Max |F| (eV/A): 4.22
Energy above the lowest of the compared OMol25 structures with the same formula, charge and spin (kcal/mol): 80.2
Orbital gap (Eh): 0.3638
E_tot (a.u.): -329.4797

---

Entry 7:
DFT (ωB97M-V with the def2-TZVPD basis set) results for a single CH4N3P molecule at a distorted geometry.

ORCA input file:
```
! wB97M-V def2-TZVPD RIJCOSX def2/J DEFGRID3
* xyz 0 1
C -0.216 1.066 -0.357
N 1.198 0.652 -0.020
N 1.407 -0.551 0.088
N 0.262 -1.356 0.032
P -1.213 -0.486 -0.140
H -0.428 1.794 0.575
H -0.348 1.614 -1.317
H 0.554 -2.464 -0.080
H -1.215 -0.269 1.218
*
```

Properties
LUMO level (eV): 0.959
HOMO level (eV): -9.082
Max |F| (eV/A): 4.65
Energy above the lowest of the compared OMol25 structures with the same formula, charge and spin (kcal/mol): 57.2
Orbital gap (Eh): 0.3690
E_tot (a.u.): -546.0312

---

Entry 8:
DFT (ωB97M-V with the def2-TZVPD basis set) results for a gas-phase ion, C8H12N4 (charge +2) at a distorted geometry.

ORCA input file:
```
! wB97M-V def2-TZVPD RIJCOSX def2/J DEFGRID3
* xyz 2 1
C 1.945 -2.010 -0.383
N 1.947 -0.646 -0.065
C 3.059 0.098 0.069
C 2.689 1.448 0.322
N 1.338 1.461 0.405
C 0.941 0.266 0.202
C -0.629 -0.119 0.030
N -1.244 -1.318 0.233
C -2.644 -1.102 0.365
C -2.802 0.302 -0.060
N -1.606 0.830 -0.084
C -1.314 2.210 -0.324
H 1.458 -2.551 0.534
H 1.160 -1.948 -1.272
H 2.903 -2.393 -0.665
H 4.015 -0.319 -0.277
H 3.378 2.119 0.675
H -0.776 -2.076 0.554
H -2.932 -1.173 1.546
H -3.326 -1.810 -0.043
H -3.757 0.788 -0.179
H -2.236 2.815 -0.567
H -0.825 2.295 -1.328
H -0.741 2.834 0.313
*
```

Properties
LUMO level (alpha / beta) (eV): -10.373 / -10.374
HOMO level (alpha / beta) (eV): -16.581 / -16.580
Max |F| (eV/A): 6.86
Energy above the lowest of the compared OMol25 structures with the same formula, charge and spin (kcal/mol): 82.8
Orbital gap (alpha / beta) (Eh): 0.2281 / 0.2281
E_tot (a.u.): -530.3231

---

- Which value of E_tot does entry 1 give?
  -324.7121 a.u.

---

- Look up the max |F| of the first one.
  0.46 eV/A